[1]
C5H6BrN3O2 | ωB97M-V with the def2-TZVPD basis set

HOMO-LUMO gap (alpha / beta)	6.52 / 7.17	eV
HOMO energy (alpha / beta)	-0.222 / -0.369	hartree
net charge	0
multiplicity	3

CARTESIAN COORDINATES (ANGSTROEM)
C  1.444  1.624  -0.240
C  0.457  1.110  1.880
C  1.048  2.088  0.970
C  0.253  -0.703  0.336
C  -1.041  -1.246  -0.299
N  0.159  -0.046  1.473
N  1.226  0.425  -0.830
N  1.715  0.123  -2.062
O  2.542  0.872  -2.428
O  1.445  -0.931  -2.625
Br  1.664  3.699  1.627
H  1.947  2.387  -0.888
H  0.202  1.397  2.845
H  0.932  -1.649  0.504
H  -1.948  -0.532  -0.325
H  -1.346  -2.255  0.136
H  -0.836  -1.463  -1.321

Results of the Mulliken charge analysis, in e, for atoms 1 through 5:
1 C -0.01
2 C -0.27
3 C -0.05
4 C 0.47
5 C -1.12

***

[2]
C5H6BrNO2S | ωB97M-V with the def2-TZVPD basis set

SMILES	COC(=O)[C@@]1(Br)N=CCS1
HOMO-LUMO gap	9.64	eV
HOMO energy	-0.340	hartree
net charge	0
multiplicity	1

CARTESIAN COORDINATES (ANGSTROEM)
C  0.236  2.858  -1.021
O  -0.088  1.466  -1.212
C  0.714  0.758  -0.355
O  1.467  1.240  0.433
C  0.394  -0.763  -0.416
Br  1.090  -1.484  -2.133
N  1.030  -1.503  0.594
C  0.178  -2.083  1.287
C  -1.280  -2.004  1.109
S  -1.421  -0.829  -0.206
H  1.256  3.017  -0.999
H  -0.315  3.086  -0.118
H  -0.273  3.420  -1.881
H  0.450  -2.409  2.202
H  -1.656  -2.998  0.718
H  -1.782  -1.774  1.998

Results of the Mulliken charge analysis, in e, for atoms 1 through 5:
1 C -0.72
2 O -0.28
3 C 0.20
4 O -0.51
5 C 0.85

***

[3]
C5H6BrP | ωB97M-V with the def2-TZVPD basis set

HOMO-LUMO gap (alpha / beta)	8.32 / 6.62	eV
HOMO energy (alpha / beta)	-0.319 / -0.289	hartree
net charge	0
multiplicity	1

CARTESIAN COORDINATES (ANGSTROEM)
C  -0.463  0.735  -1.148
C  -1.469  0.598  -0.302
C  0.366  -0.620  1.464
C  0.832  0.010  -0.963
C  0.841  -1.039  0.188
P  -0.813  0.067  2.387
Br  -3.124  1.566  -0.432
H  -0.508  1.311  -2.085
H  0.884  -0.447  -1.997
H  1.508  0.818  -1.061
H  1.878  -1.211  0.219
H  0.278  -1.915  0.017
H  -0.208  0.128  3.713

Results of the Mulliken charge analysis, in e, for atoms 1 through 5:
1 C -0.04
2 C -0.39
3 C -0.08
4 C -0.49
5 C -0.37

***

[4]
C5H6Cl2N4 | ωB97M-V with the def2-TZVPD basis set

HOMO-LUMO gap (alpha / beta)	8.77 / 8.77	eV
HOMO energy (alpha / beta)	-0.368 / -0.368	hartree
net charge	0
multiplicity	1

CARTESIAN COORDINATES (ANGSTROEM)
C  -1.107  -0.598  -0.973
C  3.491  -0.780  0.372
C  -0.691  0.107  0.261
C  0.771  -0.362  0.384
C  1.661  0.336  -0.645
N  -1.368  -1.324  -1.815
N  4.341  -1.382  0.858
N  -1.377  -0.625  1.356
N  1.519  -0.023  -1.914
Cl  0.891  -2.066  0.158
Cl  1.673  2.067  -0.272
H  -0.902  1.199  0.316
H  1.099  0.030  1.371
H  -0.956  -0.557  2.247
H  -1.305  -1.528  0.989
H  1.970  0.501  -2.690
H  1.942  -0.915  -2.122

Results of the Mulliken charge analysis, in e, for atoms 1 through 5:
1 C 0.19
2 C 0.03
3 C -0.03
4 C -0.45
5 C 0.23

***

[5]
C5H6Cl2O | ωB97M-V with the def2-TZVPD basis set

SMILES	CC(=O)/C(Cl)=C(/C)Cl
HOMO-LUMO gap	9.75	eV
HOMO energy	-0.349	hartree
net charge	0
multiplicity	1

CARTESIAN COORDINATES (ANGSTROEM)
C  2.078  0.521  1.119
C  1.174  -0.589  0.680
O  1.626  -1.694  0.768
C  -0.219  -0.345  0.235
Cl  -1.273  -1.405  1.075
C  -0.632  0.559  -0.667
C  -2.077  0.854  -1.006
Cl  0.399  1.547  -1.573
H  1.992  1.522  0.709
H  3.029  0.176  0.694
H  2.122  0.546  2.209
H  -2.295  1.890  -0.681
H  -2.756  0.056  -0.658
H  -2.173  0.961  -2.109

Results of the Mulliken charge analysis, in e, for atoms 1 through 5:
1 C -0.93
2 C 0.23
3 O -0.50
4 C 0.35
5 Cl -0.19

***

[6]
C5H6Cl4 | ωB97M-V with the def2-TZVPD basis set

HOMO-LUMO gap	7.23	eV
HOMO energy	-0.297	hartree
net charge	0
multiplicity	1

CARTESIAN COORDINATES (ANGSTROEM)
C  -0.344  -1.233  0.145
C  -0.698  0.427  2.162
C  -1.685  -1.846  -0.025
C  1.694  -0.726  -0.975
C  0.280  -0.411  -0.708
Cl  -1.198  0.144  3.730
Cl  0.055  1.938  2.030
Cl  0.682  -2.016  1.361
Cl  -0.631  0.811  -1.329
H  -1.799  -2.804  0.563
H  -2.528  -1.159  0.299
H  -1.838  -1.718  -1.124
H  1.844  -0.644  -2.106
H  1.968  -1.682  -0.727
H  2.428  -0.023  -0.646

Results of the Mulliken charge analysis, in e, for atoms 1 through 5:
1 C 0.22
2 C 0.15
3 C -1.20
4 C -1.33
5 C 0.66

***

[7]
C5H6ClFO | ωB97M-V with the def2-TZVPD basis set

SMILES	O=C/C=C\[C@H](Cl)CF
HOMO-LUMO gap	9.60	eV
HOMO energy	-0.375	hartree
net charge	0
multiplicity	1

CARTESIAN COORDINATES (ANGSTROEM)
O  3.192  -0.842  -0.719
C  2.202  -0.105  -0.249
C  1.220  -0.691  0.767
C  -0.104  -0.741  0.969
C  -1.024  0.191  0.237
Cl  -2.382  -0.717  -0.417
C  -0.340  1.293  -0.503
F  0.292  2.011  0.482
H  1.897  0.879  -0.523
H  1.601  -1.587  1.341
H  -0.594  -1.503  1.720
H  -1.819  0.702  1.048
H  -1.088  1.993  -1.253
H  0.615  0.668  -1.146

Results of the Mulliken charge analysis, in e, for atoms 1 through 5:
1 O -0.52
2 C -0.17
3 C -0.29
4 C -0.26
5 C 0.20

***

[8]
C5H6ClN | ωB97M-V with the def2-TZVPD basis set

SMILES	C#C/N=C(\Cl)CC
HOMO-LUMO gap	9.76	eV
HOMO energy	-0.345	hartree
net charge	0
multiplicity	1

CARTESIAN COORDINATES (ANGSTROEM)
C  -3.460  1.144  -0.243
C  -2.317  0.776  -0.189
N  -0.980  0.627  0.064
C  -0.358  -0.489  0.192
Cl  -0.935  -2.057  -0.240
C  1.082  -0.399  0.728
C  2.051  -0.119  -0.373
H  -4.387  1.521  -0.651
H  1.247  -1.410  1.226
H  1.041  0.400  1.397
H  1.832  0.822  -0.735
H  2.116  -0.752  -1.342
H  3.068  -0.063  0.166

Results of the Mulliken charge analysis, in e, for atoms 1 through 5:
1 C -0.33
2 C -0.09
3 N -0.40
4 C 0.52
5 Cl -0.16

***

[9]
C5H6ClNO | ωB97M-V with the def2-TZVPD basis set

HOMO-LUMO gap	8.52	eV
HOMO energy	-0.289	hartree
net charge	0
multiplicity	1

CARTESIAN COORDINATES (ANGSTROEM)
C  -0.101  0.226  -1.594
C  0.950  -0.681  -1.286
C  -0.912  0.668  -0.516
C  1.469  -0.578  0.014
C  -1.141  -0.070  0.618
N  0.726  -0.336  1.090
O  -1.850  0.556  1.522
Cl  1.375  0.513  2.399
H  -0.266  0.751  -2.540
H  1.586  -1.032  -2.073
H  -1.347  1.661  -0.589
H  2.615  -0.559  0.046
H  -1.220  -1.173  0.561
H  -1.886  0.055  2.347

Results of the Mulliken charge analysis, in e, for atoms 1 through 5:
1 C -0.04
2 C -0.97
3 C -0.45
4 C 0.20
5 C 0.07

***

[10]
C5H6ClNO | ωB97M-V with the def2-TZVPD basis set

HOMO-LUMO gap	8.36	eV
HOMO energy	-0.295	hartree
net charge	0
multiplicity	1

CARTESIAN COORDINATES (ANGSTROEM)
C  2.209  -0.113  0.173
C  0.062  -0.536  -0.115
C  -1.093  -1.134  -0.185
C  -2.096  -0.094  -0.370
C  -1.441  1.088  -0.283
H  2.006  -0.134  1.591
H  2.508  1.046  -0.353
H  3.133  -0.613  -0.231
H  -1.164  -2.242  -0.044
H  -1.959  2.017  -0.009
H  0.479  1.519  0.078
N  -0.087  0.737  -0.072
O  1.177  -1.118  -0.262
Cl  -3.735  -0.423  0.083

Results of the Mulliken charge analysis, in e, for atoms 1 through 5:
1 C -0.67
2 C 0.27
3 C -0.39
4 C 0.21
5 C -0.54

***

What is the net charge in the second record? 0

***

Which of these has the highest multiplicity? C5H6BrN3O2

***

Which value of net charge does entry 2 give? 0